# 1
C16H15N3O3 in the gas phase at a distorted geometry. Source: the OMol25 dataset; level of theory: wB97M-V/def2-TZVPD.

Calculated values
structure (SMILES)	CC(C)=CCn1nc(-c2ccco2)c(-c2ccco2)nc1=O
energy above the lowest of the compared OMol25 structures with the same formula, charge and spin	140.4	kcal/mol
HOMO level	-8.14	eV
2S+1	1
frontier orbital gap	7.640	eV

Last column: natural (NBO) charge in e.
CARTESIAN COORDINATES (ANGSTROEM)
O -1.447545 0.853474 -3.312944  -0.61
N -2.314980 0.594083 -1.264174  -0.45
N 0.268777 0.346921 -0.307718  -0.13
O -3.392211 0.306772 2.168507  -0.40
O 0.707615 -0.629669 2.353782  -0.38
C -1.209069 0.631072 -2.123169  0.70
C -2.134720 0.301436 -0.029742  0.30
C -0.772646 0.033129 0.429984  0.05
C -4.554023 0.888398 2.564622  0.11
C 0.721513 -1.690403 3.202212  0.08
C -5.341894 1.182585 1.489606  -0.32
C -0.512402 -2.272846 3.164698  -0.31
C -4.573723 0.696071 0.355432  -0.22
C -1.227214 -1.732187 2.115582  -0.29
C -3.343102 0.388936 0.821679  0.17
C -0.442959 -0.708746 1.648829  0.25
C 3.502244 0.032749 -1.737092  0.08
C 2.271914 -0.387015 -2.324354  -0.26
N 0.101244 0.661818 -1.623702  -0.23
C 3.887989 1.498139 -1.396796  -0.68
C 4.537805 -1.019308 -1.246728  -0.64
C 1.233682 0.699967 -2.590589  -0.26
H -4.714518 1.186875 3.600792  0.21
H 1.497336 -1.937353 3.953154  0.22
H -6.268948 1.722684 1.583042  0.24
H -0.805846 -3.179826 3.732779  0.23
H -4.774597 0.762391 -0.743595  0.26
H -2.160705 -2.122976 1.753516  0.23
H 2.007922 -1.468832 -2.697268  0.23
H 4.354778 1.976850 -2.317241  0.23
H 4.828706 1.434052 -0.908823  0.22
H 3.175467 2.177421 -0.921818  0.24
H 4.414960 -2.001796 -1.615832  0.22
H 5.516867 -0.571304 -1.533102  0.20
H 4.495208 -0.972891 -0.176549  0.22
H 0.919939 0.570865 -3.642820  0.26
H 1.547138 1.748463 -2.424159  0.22

Forces on atoms 1 to 3 (eV/Å):
0.87 -0.75 0.98
0.76 -0.15 -0.12
0.03 -0.72 -1.18



# 2
2 unconnected molecules or ions with the total composition C11H21NOS at a distorted geometry. Source: the OMol25 dataset; level of theory: wB97M-V/def2-TZVPD.

Calculated values
structure (SMILES)	C/C(SO)=C1/CCCC[C@@H]1C.C=CN
energy above the lowest of the compared OMol25 structures with the same formula, charge and spin	66.5	kcal/mol
HOMO level	-7.99	eV
2S+1	1
frontier orbital gap	8.499	eV

Last column: natural (NBO) charge in e.
CARTESIAN COORDINATES (ANGSTROEM)
C -0.561042 0.874896 0.375248  -0.04
C 1.496265 -4.437770 0.281448  0.00
C -0.328776 0.080167 1.446366  -0.17
C -1.885881 0.698086 -0.318317  -0.44
C -2.747492 1.986370 -0.377536  -0.37
C -1.829948 3.213268 -0.840843  -0.41
C -0.554047 3.340396 -0.037705  -0.38
C 0.225602 2.048270 -0.008586  -0.24
C 1.205898 -5.720775 0.011083  -0.52
C 0.892572 0.240375 2.338111  -0.66
C 0.957946 1.838419 -1.392434  -0.60
N 1.132922 -3.394046 -0.528798  -0.84
O -0.448826 -2.075828 2.965449  -0.84
S -1.440907 -1.183483 1.964388  0.53
H 1.724469 -4.212962 1.340891  0.19
H -1.849182 0.468656 -1.347850  0.21
H -2.486848 0.057915 0.215045  0.21
H -3.634252 1.931064 -1.123648  0.21
H -3.146028 2.319923 0.628254  0.20
H -1.585384 3.006476 -1.865505  0.18
H -2.269638 4.160427 -0.820880  0.21
H 0.231129 4.116935 -0.370862  0.21
H -0.800268 3.558488 0.937185  0.20
H 0.995056 2.309637 0.801171  0.21
H -0.238162 -2.904859 2.356283  0.49
H 1.536053 -6.507594 0.673121  0.20
H 0.773404 -6.179848 -0.798332  0.19
H 0.769394 1.211151 2.701621  0.22
H 0.885955 -0.395946 3.183952  0.24
H 1.813680 0.094401 1.783826  0.22
H 1.536914 0.896033 -1.437668  0.21
H 1.619260 2.682818 -1.618041  0.21
H 0.201851 1.859128 -2.091500  0.20
H 0.428923 -3.605572 -1.312520  0.38
H 0.868938 -2.406757 -0.145478  0.39

Forces on atoms 1 to 3 (eV/Å):
-1.53 -1.27 1.17
-1.99 -0.99 1.02
1.08 0.26 -0.60